Entry 1:
{
  "formula": "C17H24CrN3O7S2Si",
  "method": "ωB97M-V/def2-TZVPD",
  "species": ["Cr", "O", "C", "C", "O", "C", "C", "O", "C", "O", "O", "C", "Si", "C", "C", "C", "C", "C", "C", "N", "C", "S", "H", "H", "H", "H", "H", "H", "H", "H", "H", "H", "H", "H", "C", "O", "C", "O", "N", "N", "H", "H", "H", "H", "H", "H", "C", "S", "C", "H", "H", "H", "H", "H", "H"],
  "positions_angstrom": [[0.7047, -0.0476, 0.6166], [5.5678, -1.4155, -2.7834], [4.5434, -1.2024, -2.1792], [3.8652, 0.1791, -2.0439], [4.2629, 1.2171, -2.4823], [2.6465, -0.0602, -1.1762], [2.6959, -1.3468, -0.6108], [1.8611, -1.6172, 0.3508], [3.6907, -2.1835, -1.2815], [3.8495, -3.3795, -1.1692], [1.7864, 0.8177, -0.7715], [-3.8819, 2.9825, 0.4749], [-3.7537, 2.2803, -1.1943], [-5.4047, 1.9940, -1.8510], [-2.8964, 3.5233, -2.3449], [-2.7201, 0.7091, -1.3387], [-2.9556, -0.2256, -2.3519], [-2.0997, -1.2954, -2.5359], [-1.0403, -1.5134, -1.6399], [-0.8311, -0.6444, -0.6761], [-1.6208, 0.4040, -0.5380], [-0.9998, 1.5261, 0.6666], [-4.5541, 3.8054, 0.4796], [-2.9129, 3.4003, 0.8480], [-4.2371, 2.2804, 1.2360], [-6.0085, 2.9166, -1.8812], [-5.8720, 1.1412, -1.2197], [-5.4628, 1.6133, -2.8773], [-3.4580, 4.4627, -2.4107], [-2.8058, 2.9825, -3.3508], [-1.9600, 3.6836, -1.8229], [-3.7156, -0.0170, -3.1121], [-2.2157, -1.9986, -3.3546], [-0.3470, -2.2987, -1.7760], [2.4075, -2.9591, 3.6668], [1.4431, -1.9567, 3.1880], [0.4749, -2.3109, 2.3107], [-0.2476, -1.3809, 1.8557], [0.3080, -3.5946, 2.0612], [-0.6231, -4.1214, 1.1913], [3.0517, -2.4490, 4.2847], [3.0356, -3.2720, 2.8006], [1.9208, -3.7592, 4.1580], [0.8460, -4.2370, 2.6105], [-1.4742, -3.5892, 1.4279], [-0.3150, -3.8320, 0.2814], [1.9650, 2.6922, 1.7684], [1.9364, 1.0003, 2.4469], [3.6832, 0.5225, 1.8985], [2.7713, 3.2886, 2.2051], [1.0238, 3.2180, 1.7735], [2.1806, 2.6315, 0.7142], [3.8281, 0.9762, 0.9156], [3.7882, -0.5550, 1.9438], [4.2749, 1.0139, 2.5986]],
  "atomic_forces_ev_per_a": [[-0.612, -0.670, -0.074], [-1.080, -0.125, 0.613], [0.130, -0.016, 0.217], [-1.170, -0.883, 0.661], [0.240, 0.600, -0.283], [1.701, -0.869, -0.300], [0.417, 1.510, -1.360], [-0.057, -0.510, 0.183], [0.341, 0.004, -0.260], [0.113, 0.092, 0.032], [-0.311, -0.013, 0.302], [1.276, 0.014, 1.615], [1.357, 0.869, -1.098], [-2.115, -1.908, 0.017], [-0.623, -1.334, -0.300], [-0.437, -0.919, -0.240], [0.129, 0.868, -0.356], [0.770, -1.268, 0.346], [-1.644, 0.877, -1.347], [1.066, -0.103, 0.240], [-0.323, 1.868, 0.636], [-0.078, 0.004, 0.203], [-0.863, 0.784, -0.178], [-0.763, -0.472, -0.377], [0.078, -0.020, -0.087], [0.067, -0.448, 0.478], [0.209, 1.600, -0.834], [0.318, 0.024, 0.061], [0.175, -0.223, -0.192], [0.214, 1.132, 1.284], [0.572, 0.234, -0.524], [0.048, -0.259, 0.384], [-0.119, 0.157, 0.066], [0.670, -0.775, -0.023], [-0.630, 0.496, -3.290], [-0.097, -0.902, -0.078], [0.090, 1.881, 0.626], [0.753, -1.395, 0.596], [1.011, -0.072, 1.084], [-1.121, 0.659, 0.433], [1.117, 1.190, 1.713], [-0.675, -0.179, 0.453], [-0.417, -0.835, 0.592], [-0.011, -0.354, -0.201], [0.119, -0.585, -0.674], [-0.130, 0.023, -0.732], [0.794, 0.147, -0.398], [0.821, 0.144, -0.835], [-2.149, 0.392, -0.439], [-0.302, -0.147, 0.336], [-0.423, -0.137, 0.737], [0.233, -0.331, -0.476], [0.018, -0.438, 0.059], [-0.060, -0.004, -0.171], [1.365, 0.622, 1.160]],
  "relative_energy_kcal_mol": 9.84,
  "orbital_gap_ev": [7.66, 7.82],
  "multiplicity": 4,
  "s_squared": 3.79
}



Entry 2:
{
  "formula": "C17H24F3N2O7",
  "method": "ωB97M-V/def2-TZVPD",
  "species": ["N", "C", "C", "O", "C", "C", "O", "C", "O", "O", "C", "C", "C", "C", "O", "N", "C", "C", "C", "C", "C", "C", "C", "O", "C", "F", "F", "F", "H", "H", "H", "H", "H", "H", "H", "H", "H", "H", "H", "H", "H", "H", "H", "H", "H", "H", "H", "H", "H", "O", "H", "H", "H"],
  "positions_angstrom": [[-2.2580, -4.6071, 1.8516], [-1.7303, -3.3266, 2.4492], [-1.7589, -2.1165, 1.3954], [-3.0143, -2.1837, 0.6406], [-1.6450, -0.6718, 2.1482], [-1.2507, 0.4067, 1.0028], [-2.1053, 1.5504, 1.2919], [-1.5650, 2.0022, 2.5687], [-2.2278, 2.4713, 3.5040], [-0.1405, 1.7835, 2.4824], [0.1654, 1.1822, 1.1594], [1.3791, 0.2080, 1.5322], [2.3627, -0.1650, 0.3218], [1.5992, -0.3590, -1.0967], [0.8163, -1.3423, -1.1685], [1.9523, 0.5901, -2.1489], [0.8959, 0.8522, -3.1301], [1.3790, 1.3690, -4.5421], [0.3610, 1.7350, -5.6608], [-1.1949, 1.6077, -5.4428], [-1.6525, 1.0722, -4.0613], [-0.6288, 0.7299, -2.9411], [0.4238, 2.4947, 0.2761], [1.8176, 2.8989, 0.1918], [1.9748, 4.3008, 0.2263], [3.3176, 4.5606, -0.2046], [1.9114, 4.7613, 1.5652], [1.1427, 5.0106, -0.6637], [-1.8413, -4.6656, 0.9017], [-1.7778, -5.3661, 2.3765], [-2.3886, -3.0859, 3.3513], [-0.6292, -3.4941, 2.7315], [-0.9239, -2.2427, 0.6186], [-3.7473, -2.2318, 1.2939], [-0.8765, -0.7366, 2.9945], [-2.7156, -0.4664, 2.5340], [-1.4176, -0.1974, 0.0511], [2.0216, 0.7760, 2.3103], [1.0729, -0.7696, 2.0441], [2.9676, -1.1153, 0.5908], [3.1264, 0.6783, 0.1975], [2.8560, 0.3400, -2.6016], [2.5117, 1.4943, -4.7225], [0.7780, 2.0921, -6.6586], [-1.9188, 1.9029, -6.2873], [-2.7675, 0.9571, -3.8634], [-1.0455, 0.3637, -1.9495], [-0.0321, 2.3139, -0.7692], [-0.1608, 3.3977, 0.7008], [1.4757, -4.0501, 2.6773], [1.8052, -4.2781, 3.5780], [1.1346, -4.8463, 2.2055], [2.1657, -3.5852, 2.1476]],
  "atomic_forces_ev_per_a": [[1.817, 0.292, -0.033], [0.239, 0.317, -0.384], [-0.699, -0.152, 0.791], [1.096, 0.218, 1.177], [0.522, -1.568, -1.112], [0.275, -0.187, 0.591], [0.667, 0.126, 1.856], [-0.833, 0.772, 0.595], [3.199, -1.964, -4.042], [-2.845, 0.292, 0.665], [-0.079, -0.671, 2.427], [1.304, 0.470, -0.261], [0.622, 0.739, -0.756], [-0.002, -2.638, 1.235], [1.843, 3.504, -0.146], [-2.221, -1.459, 0.071], [-2.213, 1.204, -4.371], [-3.360, -0.227, 0.517], [-1.004, -1.209, 3.261], [3.076, -1.084, 2.968], [3.423, 0.892, -1.190], [1.048, 0.803, -2.269], [-1.879, 0.057, -1.289], [-0.718, 2.034, -0.010], [2.416, 0.021, -0.263], [-3.403, -0.662, 1.089], [-0.516, -0.625, -3.395], [1.627, -1.697, 2.719], [-0.687, -0.021, 0.523], [-0.848, 0.418, -0.403], [1.157, -0.170, -1.041], [-1.759, 0.812, 0.184], [-1.149, 0.177, 1.016], [0.614, 0.024, -0.602], [-1.251, 0.249, -1.035], [1.929, 0.015, -0.506], [-0.129, 1.884, 0.766], [-1.079, -0.895, -1.284], [-0.212, 1.571, -0.797], [-1.125, 1.370, -0.619], [-1.117, -1.167, 0.165], [-0.833, 0.523, 0.638], [-2.086, -0.210, 0.235], [-0.710, -0.524, 1.587], [1.279, -0.629, 1.661], [1.808, 0.126, -0.147], [0.641, 0.489, -1.608], [1.093, 0.319, 1.324], [0.716, -1.891, -0.399], [0.608, -0.258, -0.035], [-0.090, 0.061, -0.179], [0.004, 0.198, 0.058], [-0.174, -0.067, 0.059]],
  "total_charge": 1,
  "orbital_gap_ev": 4.71,
  "multiplicity": 1
}



Entry 3:
{
  "formula": "C17H24FeN4O5",
  "method": "ωB97M-V/def2-TZVPD",
  "species": ["O", "H", "Fe", "N", "N", "O", "O", "C", "C", "C", "C", "H", "H", "H", "H", "H", "H", "H", "H", "O", "H", "H", "C", "H", "H", "H", "O", "H", "H", "C", "C", "N", "C", "C", "C", "C", "C", "C", "C", "C", "C", "N", "C", "H", "H", "H", "H", "H", "H", "H", "H"],
  "positions_angstrom": [[-3.3909, -1.3762, 1.2911], [-3.8481, -2.2392, 1.4990], [-0.3399, -0.9090, 0.1122], [-0.5319, 0.9333, -0.6989], [-1.2815, 0.3915, 1.6523], [0.3742, 1.4743, -1.6743], [-1.9329, -0.1342, 2.6742], [-1.3770, 1.8321, -0.1910], [-1.8567, 1.5007, 1.1093], [-1.7012, 3.1131, -0.8742], [-2.9418, 2.2574, 1.7862], [-1.2324, 3.1475, -1.8555], [-1.3490, 3.9684, -0.2900], [-2.7796, 3.2261, -1.0047], [-3.3272, 1.6712, 2.6295], [-3.7560, 2.4701, 1.0785], [-2.5499, 3.2199, 2.1479], [1.2459, 1.4045, -1.2298], [-2.7410, -1.0292, 1.9583], [0.2415, -1.7998, 2.7683], [1.1205, -1.4744, 3.0157], [-0.4154, -1.1730, 3.1653], [-1.7297, -1.5815, -0.4636], [-1.4830, -1.8809, 0.6337], [-2.5665, -0.8247, -0.7077], [-2.1126, -2.5545, -0.7546], [-0.5144, 1.4823, -4.2852], [-0.1175, 1.2868, -3.4168], [-0.2849, 0.7268, -4.8453], [3.5946, 1.2376, 1.0486], [2.2174, 1.0301, 0.8980], [1.7310, -0.1677, 0.4732], [2.6018, -1.1814, 0.1817], [4.0037, -1.0156, 0.3531], [4.4806, 0.2172, 0.7901], [4.8376, -2.1274, 0.0464], [4.3362, -3.3031, -0.4457], [2.9533, -3.4848, -0.7146], [2.4409, -4.6321, -1.3217], [1.1054, -4.6750, -1.6414], [0.2949, -3.5655, -1.3739], [0.7425, -2.4791, -0.6756], [2.0858, -2.4147, -0.3770], [3.9209, 2.2101, 1.3826], [1.4828, 1.8308, 1.1155], [5.5405, 0.3429, 0.9018], [5.9052, -2.0050, 0.2037], [4.9885, -4.1410, -0.6777], [3.1142, -5.4415, -1.5435], [0.6323, -5.5280, -2.0994], [-0.7373, -3.5821, -1.7619]],
  "atomic_forces_ev_per_a": [[-3.031, -1.948, -0.101], [1.084, 1.692, 0.154], [7.019, 4.480, 2.688], [-0.049, 1.913, 0.390], [-1.567, 1.590, -0.534], [-0.017, -0.008, 0.156], [1.957, 1.058, 0.661], [1.685, -0.701, -0.476], [0.459, -1.834, 0.740], [0.071, 0.218, -0.221], [-0.373, 0.068, -0.007], [-0.056, 0.019, 0.059], [-0.067, -0.057, 0.021], [0.013, -0.050, 0.100], [0.109, 0.236, -0.299], [0.113, -0.033, 0.287], [-0.182, -0.156, -0.004], [-0.738, -0.118, -0.421], [-0.712, -0.598, 0.583], [0.296, 0.240, 0.250], [-0.432, -0.082, -0.006], [0.102, -0.286, -0.554], [-7.295, -3.032, -3.677], [-1.829, -0.167, 0.110], [1.382, -1.162, 0.874], [-0.069, -0.137, -0.518], [0.207, -0.345, -0.168], [-0.130, 0.084, -0.190], [-0.136, 0.285, 0.224], [-0.312, 0.145, 0.099], [-0.506, -1.573, -0.396], [1.198, 0.381, 0.161], [0.224, 1.125, 0.431], [-1.184, -0.661, -0.287], [-0.360, 0.175, 0.024], [0.309, -1.011, -0.360], [0.949, 0.547, 0.303], [-0.257, 1.225, 0.446], [-0.395, 0.082, 0.084], [0.017, 0.364, 0.117], [0.530, 1.058, 0.917], [1.355, -1.668, -1.356], [-1.191, -0.913, -0.708], [0.178, 0.047, 0.010], [0.376, -0.733, -0.164], [0.335, 0.167, 0.095], [-0.070, -0.145, -0.034], [0.114, 0.214, 0.080], [0.074, -0.256, -0.060], [0.160, -0.147, -0.185], [0.640, 0.409, 0.663]],
  "relative_energy_kcal_mol": 66.30,
  "orbital_gap_ev": [4.19, 6.02],
  "multiplicity": 5,
  "s_squared": 6.05
}



Entry 4:
{
  "formula": "C17H24IN4O5OsS",
  "method": "ωB97M-V/def2-TZVPD",
  "species": ["Os", "C", "O", "C", "C", "O", "C", "H", "H", "H", "H", "H", "H", "H", "H", "H", "H", "C", "C", "C", "C", "C", "C", "C", "S", "O", "O", "O", "H", "H", "H", "H", "H", "H", "H", "N", "C", "C", "N", "C", "H", "H", "H", "H", "I", "C", "C", "N", "N", "C", "H", "H", "H"],
  "positions_angstrom": [[0.0883, -0.5457, 0.3444], [-1.6840, 2.1291, -0.0994], [-1.1341, 0.9104, -0.6528], [-1.8514, 0.4267, -1.8322], [-0.8940, -0.5989, -2.3821], [-0.6576, -1.5299, -1.2874], [-1.2455, -2.8559, -1.3633], [-1.6917, 2.8966, -0.8718], [-1.0391, 2.4485, 0.7132], [-2.7033, 1.9677, 0.2517], [-1.9696, 1.2425, -2.5477], [-2.8420, 0.0556, -1.5640], [0.0376, -0.0584, -2.5290], [-1.1367, -1.1406, -3.2929], [-0.8031, -3.3899, -2.2016], [-2.3235, -2.7679, -1.4903], [-1.0072, -3.3592, -0.4321], [6.2287, -0.3740, 6.0798], [5.0147, -0.5254, 5.2287], [3.8187, -1.0250, 5.7606], [2.6952, -1.1820, 4.9811], [2.7751, -0.8050, 3.6327], [3.9612, -0.3022, 3.0624], [5.0630, -0.1712, 3.8696], [1.4737, -0.9106, 2.5763], [1.5159, -1.8205, 1.4008], [0.3069, -1.4729, 3.4762], [1.0751, 0.3983, 2.0021], [6.0292, -0.6087, 7.1217], [6.6150, 0.6444, 6.0124], [7.0183, -1.0369, 5.7181], [3.7768, -1.2982, 6.8063], [1.7854, -1.5786, 5.4054], [4.0060, -0.0180, 2.0184], [5.9848, 0.2142, 3.4539], [-1.9754, -1.7168, 3.7693], [-2.8726, -0.8897, 3.2693], [-2.4453, -0.4453, 2.0127], [-1.2712, -1.0044, 1.6882], [-0.9032, -1.8846, 2.8269], [-2.0455, -2.2190, 4.6462], [-3.7842, -0.6353, 3.7922], [-2.9554, 0.2462, 1.3714], [-0.8065, -2.9228, 2.5036], [4.5556, 2.9471, -2.1311], [3.3870, 1.3336, -1.6255], [3.6308, -0.0038, -1.8907], [2.6124, -0.7100, -1.3794], [1.6903, 0.1000, -0.8142], [2.1677, 1.3443, -0.9505], [4.4448, -0.4839, -2.4100], [2.4764, -1.7081, -1.4127], [1.6158, 2.1874, -0.5668]],
  "atomic_forces_ev_per_a": [[-0.444, 0.031, 0.619], [0.031, 0.123, -0.019], [-0.334, 0.024, -0.109], [0.221, 0.025, -0.326], [-0.111, 0.104, 0.272], [0.518, -0.147, -0.327], [-0.056, 0.028, -0.140], [0.016, -0.044, -0.044], [0.031, -0.090, 0.077], [0.006, 0.019, -0.019], [0.043, 0.103, 0.133], [0.067, -0.128, 0.154], [0.176, -0.261, -0.209], [-0.430, 0.063, 0.098], [-0.007, 0.010, -0.005], [-0.004, 0.000, 0.016], [0.026, -0.001, 0.002], [0.030, 0.006, 0.007], [-0.041, -0.004, -0.012], [0.004, -0.010, -0.016], [0.019, -0.034, -0.025], [0.147, -0.204, -0.050], [-0.026, 0.063, 0.038], [-0.026, -0.019, -0.006], [0.023, 0.062, -0.344], [0.057, -0.048, 0.152], [-0.289, 0.279, 0.119], [0.086, -0.003, 0.085], [0.003, 0.001, 0.003], [0.001, -0.003, 0.005], [0.000, 0.001, 0.007], [-0.001, -0.003, 0.002], [-0.004, 0.007, 0.004], [-0.001, 0.012, -0.014], [0.003, 0.000, -0.004], [-0.193, 0.129, -0.007], [0.169, -0.239, 0.213], [0.194, -0.175, -0.293], [0.030, 0.385, -0.042], [0.070, -0.147, 0.032], [-0.017, -0.021, 0.008], [-0.031, -0.004, 0.035], [-0.069, 0.028, -0.059], [0.063, 0.029, -0.056], [0.005, 0.007, 0.001], [0.004, -0.023, -0.001], [-0.010, 0.064, 0.011], [-0.003, -0.024, 0.032], [0.082, 0.001, 0.110], [-0.058, 0.040, -0.144], [0.006, -0.002, -0.006], [0.008, -0.019, 0.032], [0.015, 0.009, 0.009]],
  "total_charge": 3,
  "relative_energy_kcal_mol": 22.54,
  "orbital_gap_ev": 4.64,
  "multiplicity": 1
}